1.
Computed, not measured: a molecular structure, C55H53Br6F3Li2N9O10 at a distorted geometry, with ωB97M-V/def2-TZVPD.

XYZ file:
```
138
Properties=species:S:1:pos:R:3:forces:R:3:lowdin_charge:R:1
Li -2.28643 -2.45357 3.25709 1.52 -0.42 -0.16 0.66
Li -2.20670 0.26705 2.28470 1.20 0.30 -0.35 0.62
C -0.32100 -1.11086 1.03179 1.93 1.28 1.17 -0.49
O -0.46458 0.28885 0.79998 -0.73 0.50 -0.11 -0.16
O -0.80907 -1.37865 2.24314 -2.53 -0.63 0.42 -0.27
C -0.85677 -1.83534 -0.18672 0.16 -0.60 0.50 -0.57
F -2.07378 -1.45405 -0.56494 -0.56 -0.08 0.06 0.16
F -0.05855 -1.68306 -1.25306 0.19 0.15 -0.16 0.10
F -0.87446 -3.15400 0.11033 -0.37 0.08 -0.31 0.07
C 0.68636 1.04494 0.43250 -0.63 -0.09 -0.10 -0.23
C 0.34390 2.51727 0.47447 0.55 0.05 -0.06 -0.05
H -0.54246 2.72775 -0.12207 -0.01 0.05 0.01 0.06
H 0.22614 2.90352 1.48742 -0.22 -0.13 0.08 0.06
H 1.19584 3.05277 0.04348 -0.15 0.07 -0.08 0.08
H 0.90351 0.76798 -0.59389 0.54 0.01 -0.21 0.06
H 1.52198 0.80574 1.09667 0.09 -0.07 -0.10 0.13
H 0.76369 -1.30221 1.07127 0.19 -0.32 -0.58 0.16
C 3.98086 -0.69113 -3.91803 -0.20 1.03 -0.71 -1.53
Br 3.42676 -0.13026 -5.73544 0.12 -0.55 0.52 0.57
Br 2.64035 -0.03596 -2.68667 0.09 -0.46 0.10 0.62
Br 5.68398 0.09584 -3.53930 0.12 -0.09 0.12 0.62
H 4.07318 -1.76581 -3.87106 -0.23 -0.12 0.00 -0.05
C -1.26000 -6.10269 -0.83774 -0.43 0.55 -0.54 -1.55
Br -0.54552 -7.81102 -1.38402 -0.32 0.40 0.22 0.65
Br -2.90876 -6.24378 0.16845 0.09 -0.08 -0.51 0.67
Br -1.48564 -4.88635 -2.37286 0.01 -0.64 0.24 0.63
H -0.58399 -5.57344 -0.18372 0.29 -0.28 -0.07 -0.08
C -1.93062 1.64568 -2.68296 0.00 -0.34 -0.17 -0.05
C -2.38896 2.87791 -3.09872 -0.35 0.86 -0.58 -0.06
C -1.97834 3.46195 -4.30332 0.17 -0.20 0.38 0.02
C -1.09979 2.74600 -5.08440 -0.08 -1.00 0.40 -0.17
C -0.69407 1.46963 -4.72111 0.55 -0.78 -0.02 -0.03
C -1.07832 0.91013 -3.52270 -0.52 0.68 0.80 -0.06
N -0.59197 3.26509 -6.34024 -0.29 0.71 -0.03 -0.37
O -0.98348 4.35328 -6.67904 -0.43 0.86 -0.12 0.10
O 0.19075 2.60822 -6.96883 0.76 -0.91 -0.41 0.09
H -2.28652 1.26133 -1.73180 0.19 -0.15 -0.08 0.09
H -3.12910 3.43893 -2.54092 0.21 -0.16 0.28 0.09
H -2.30522 4.44985 -4.59158 -0.03 -0.04 -0.09 0.13
H -0.04031 0.85731 -5.33479 -0.01 0.45 -0.25 0.11
H -0.69933 -0.05495 -3.21478 -0.05 -0.04 -0.07 0.08
C 0.17344 7.48789 4.68874 0.12 -0.32 -0.30 -0.06
C -1.20286 7.62299 4.62953 -0.24 0.41 0.10 -0.06
C -1.94632 7.06762 3.59879 -0.17 0.55 -0.08 -0.01
C -1.28381 6.43968 2.56127 0.36 -0.22 0.76 -0.16
C 0.09150 6.28902 2.60392 0.58 0.00 -0.45 -0.01
C 0.82258 6.81475 3.65430 -0.20 -0.08 0.38 -0.07
N -2.04577 5.88298 1.45636 -0.20 0.28 -0.65 -0.32
O -1.42654 5.48228 0.48153 -0.32 -0.08 0.41 0.07
O -3.26529 5.89937 1.54533 0.46 -0.13 0.01 0.07
H 0.71456 7.88658 5.53640 0.09 0.10 -0.12 0.11
H -1.70611 8.26307 5.34544 -0.03 -0.32 0.16 0.12
H -3.01591 7.22307 3.57228 0.02 -0.15 -0.10 0.12
H 0.65530 5.79760 1.82097 -0.39 -0.09 -0.14 0.12
H 1.89282 6.65777 3.65422 0.01 0.14 0.09 0.11
C 1.65214 3.83307 -2.95535 0.20 0.54 0.04 -0.07
C 2.29609 3.21323 -4.02105 -0.61 -0.21 0.54 -0.09
C 3.64061 3.42930 -4.24644 0.28 -0.32 -0.09 -0.01
C 4.32208 4.32197 -3.44145 -0.43 0.10 0.25 -0.16
C 3.68667 5.02123 -2.43393 -0.08 -0.03 0.34 0.00
C 2.35650 4.73378 -2.16811 0.10 0.05 0.14 -0.07
N 5.75868 4.46947 -3.62331 0.88 0.05 -0.57 -0.35
O 6.46506 4.61628 -2.63697 -0.53 0.06 -0.32 0.08
O 6.17131 4.40997 -4.77348 -0.13 -0.02 0.58 0.08
H 0.60227 3.68113 -2.73186 0.02 -0.30 -0.14 0.10
H 1.72664 2.47400 -4.56424 0.27 0.00 -0.37 0.06
H 4.19058 2.84199 -4.96842 -0.06 0.15 -0.17 0.10
H 4.19008 5.77070 -1.83862 0.27 -0.20 -0.03 0.12
H 1.90505 5.18645 -1.29244 -0.19 0.15 -0.22 0.10
C 0.14611 -2.53093 -6.51043 -0.86 0.01 0.15 -0.07
C 0.20610 -2.64080 -5.12383 0.50 -0.16 -0.76 -0.08
C 1.21441 -3.39612 -4.54173 -0.96 0.50 0.93 -0.04
C 2.15268 -4.01117 -5.33842 -0.06 0.76 -0.43 -0.16
C 2.07995 -3.90825 -6.71599 -0.01 -0.52 -0.22 0.00
C 1.01740 -3.24234 -7.31495 0.61 0.02 0.28 -0.05
N 3.32204 -4.65960 -4.75517 -0.47 0.09 0.07 -0.36
O 3.68254 -5.69196 -5.25265 0.36 -0.62 -0.30 0.12
O 3.84907 -4.11437 -3.80721 0.17 0.25 0.45 0.07
H -0.66087 -1.92791 -6.91535 0.14 -0.13 -0.25 0.11
H -0.53797 -2.13722 -4.52413 0.04 -0.03 0.17 0.10
H 1.12758 -3.46701 -3.46169 0.73 -0.24 -0.05 0.08
H 2.84182 -4.37222 -7.32892 -0.04 -0.11 0.07 0.13
H 0.94489 -3.30006 -8.39104 -0.12 0.38 -0.03 0.11
N -1.29277 1.55367 3.68292 -0.92 -0.99 0.23 0.00
C -1.99820 2.54994 4.20743 0.46 0.24 -0.41 -0.14
C -1.38667 3.64716 4.79342 -0.76 0.09 0.39 -0.05
C -0.03454 3.57836 5.03563 0.90 0.11 -0.62 -0.06
C 0.66767 2.45679 4.62133 0.32 -0.68 0.56 -0.04
C 0.00956 1.45339 3.93905 -0.40 0.25 -0.22 -0.14
H -3.07120 2.44649 4.11984 -0.12 0.37 -0.15 0.11
H -2.00236 4.48807 5.08511 0.16 0.04 0.14 0.11
H 0.57329 4.37919 5.43873 -0.49 0.16 0.33 0.11
H 1.69089 2.30462 4.94338 0.08 0.18 -0.32 0.11
H 0.44197 0.53403 3.56737 0.40 0.10 -0.02 0.10
N -1.47627 -4.42267 3.04548 -0.49 -0.54 -0.21 0.01
C -0.37032 -4.76031 2.38847 0.46 0.11 -0.14 -0.15
C 0.02999 -6.07064 2.14023 -0.05 0.14 -0.30 -0.08
C -0.74141 -7.12015 2.59480 -0.18 0.30 0.29 -0.07
C -1.86573 -6.78262 3.34316 0.13 -0.41 0.13 -0.10
C -2.20021 -5.45791 3.50603 -0.08 0.19 0.29 -0.18
H 0.26315 -3.97418 1.99006 -0.23 0.15 0.26 0.09
H 0.90538 -6.20359 1.51440 -0.15 -0.20 0.27 0.07
H -0.51283 -8.15062 2.35835 0.10 0.00 0.09 0.12
H -2.49177 -7.53927 3.79889 -0.04 -0.01 -0.17 0.11
H -3.11919 -5.23196 4.04098 0.10 0.17 0.02 0.11
N -1.66575 -2.51844 5.25710 -0.71 0.24 0.56 -0.02
C -0.37818 -2.24310 5.41966 0.63 0.87 -0.63 -0.15
C 0.28259 -2.26744 6.63333 -0.41 -0.68 0.60 -0.04
C -0.45552 -2.69590 7.72819 0.26 -0.60 0.04 -0.06
C -1.80368 -2.98889 7.59759 0.25 0.02 0.08 -0.05
C -2.37535 -2.86213 6.34895 -0.02 -0.12 -0.66 -0.13
H 0.13411 -1.93099 4.51301 0.04 -0.17 0.00 0.10
H 1.34273 -2.09774 6.74975 0.01 0.17 -0.31 0.11
H 0.01809 -2.98259 8.66138 0.12 0.54 0.03 0.12
H -2.30913 -3.35692 8.47826 -0.43 0.02 -0.22 0.11
H -3.41093 -3.09882 6.12717 -0.04 0.02 0.40 0.11
N 2.64326 -4.18498 0.90499 0.10 0.20 0.51 0.07
C 3.14680 -5.30920 1.40420 -0.15 -0.73 0.42 -0.17
C 3.11208 -6.52371 0.74378 0.07 -0.32 -1.10 -0.08
C 2.58185 -6.57438 -0.55072 0.68 -0.01 1.49 -0.10
C 2.08638 -5.40042 -1.06223 -0.26 -0.32 -1.22 -0.10
C 2.12089 -4.23826 -0.31025 -0.05 -0.11 -0.11 -0.14
H 3.48555 -5.33350 2.43435 0.21 0.51 -0.02 0.11
H 3.48686 -7.45432 1.14908 0.12 0.23 0.41 0.11
H 2.58152 -7.53896 -1.03380 -0.17 0.18 -0.47 0.10
H 1.69662 -5.43429 -2.07705 -0.15 0.37 0.17 0.09
H 1.67907 -3.32303 -0.67815 0.11 0.09 -0.19 0.09
N -3.36001 1.28426 0.90698 -0.60 -0.66 0.66 0.00
C -4.28831 0.64361 0.18315 -0.17 0.25 0.16 -0.15
C -5.17005 1.30976 -0.64724 0.31 -0.07 -0.74 -0.05
C -5.11490 2.69159 -0.70396 0.11 0.45 0.20 -0.06
C -4.14001 3.37407 0.01737 -1.22 -0.92 -0.24 -0.05
C -3.32198 2.60374 0.82847 0.91 1.43 -0.55 -0.15
H -4.36373 -0.42733 0.31818 0.21 -0.09 -0.22 0.11
H -5.75251 0.77342 -1.38670 -0.40 -0.14 0.49 0.12
H -5.82857 3.27254 -1.27793 0.09 -0.23 -0.24 0.12
H -4.12192 4.44607 -0.06543 0.45 0.09 0.35 0.09
H -2.51695 3.14128 1.32495 -0.03 -0.42 0.35 0.09
```
Positions in Å, forces in eV/Å.

The LUMO energy is -2.928 eV. For the gap between HOMO and LUMO, the calculation gives 8.26 eV. As for the net charge: +1. As for the spin multiplicity: 1.

***

2.
Computed, not measured: a molecular structure, C9H17Li3O5 at a distorted geometry, with ωB97M-V/def2-TZVPD.

XYZ file:
```
34
Properties=species:S:1:pos:R:3:forces:R:3:lowdin_charge:R:1
Li -0.55359 0.63084 5.71217 0.66 -0.68 0.03 0.94
Li -1.81080 2.79486 3.26537 0.31 0.39 -1.56 0.88
Li -3.29228 0.33898 4.26492 -0.33 -1.24 -0.75 0.89
O -1.59374 -0.64658 1.15458 0.41 0.78 0.30 0.21
C -1.56447 0.16646 2.17424 -0.20 -1.90 2.44 -0.92
O -1.50284 1.37452 1.97957 -0.03 3.46 0.10 -0.04
O -1.63764 -0.32122 3.30932 -0.96 -0.57 4.69 -0.10
H -1.53616 0.22273 0.75136 -0.01 -0.05 -5.02 0.07
C -1.09029 0.85384 -2.20953 -2.21 1.00 -0.68 -0.14
C -0.34903 2.04996 -1.76004 3.13 0.26 0.36 -0.23
C -1.30333 3.19989 -1.63317 0.46 0.04 -1.07 -0.18
O -2.43022 2.55711 -1.09886 -0.17 1.10 1.64 -0.13
C -2.50235 1.26870 -1.58852 0.10 -1.91 -1.12 -0.19
H -0.64352 -0.12107 -2.01445 -0.31 0.03 0.50 0.10
H -1.21188 0.92058 -3.29067 0.07 -0.22 -0.07 0.12
H 0.54188 2.18838 -2.37259 -0.10 0.57 -0.27 0.13
H 0.08781 1.88377 -0.77533 -0.04 -0.11 0.54 0.09
H -1.53803 3.64353 -2.60074 -0.09 -0.02 -0.25 0.14
H -0.91997 4.01751 -1.02272 -0.28 -0.19 0.35 0.13
H -3.26525 1.28827 -2.36679 -0.10 -0.64 0.01 0.13
H -2.76845 0.57205 -0.79356 -0.48 0.05 0.06 0.10
C 2.48730 -2.93998 0.86299 -1.59 -0.31 -0.66 -0.09
C 2.20366 -1.42045 0.84761 0.23 -0.94 -1.59 -0.12
C 2.70421 -1.08599 -0.60427 -0.53 -0.46 2.30 -0.04
O 2.74206 -2.34127 -1.35156 -0.60 0.56 -0.12 0.15
C 2.13618 -3.41893 -0.62991 2.15 0.72 2.31 -0.03
H 1.84108 -3.48270 1.55289 0.28 -0.07 0.09 0.13
H 3.54158 -3.14210 1.05203 -0.12 -0.10 0.03 0.13
H 2.72216 -0.90056 1.65320 0.12 0.08 -0.36 0.13
H 1.14607 -1.15673 0.84080 -0.11 -0.37 0.47 0.09
H 3.69552 -0.64377 -0.50513 0.21 -0.10 -1.08 0.17
H 1.94733 -0.44453 -1.05568 0.45 0.15 -0.96 0.15
H 2.63896 -4.34898 -0.89507 0.08 0.10 -0.50 0.16
H 1.07814 -3.55704 -0.85257 -0.41 0.56 -0.17 0.18
```
Positions in Å, forces in eV/Å.

The expectation value of S² is 0.7543. The LUMO energy (spin up / spin down) is -12.353 / -12.948 eV. For the gap between HOMO and LUMO (spin up / spin down), the calculation gives 4.10 / 3.51 eV. As for the net charge: +3. As for the spin multiplicity: 2.

***

3.
Computed, not measured: a single C6H10 molecule at a distorted geometry, with ωB97M-V/def2-TZVPD.

XYZ file:
```
16
Properties=species:S:1:pos:R:3:forces:R:3:lowdin_charge:R:1
C -0.03794 -2.25493 1.42823 0.46 -1.31 -0.39 -0.01
C -0.56496 -1.18490 0.86662 0.53 1.06 0.47 -0.18
C 0.16176 0.15128 0.86411 -0.30 -0.61 0.42 -0.19
C 0.27652 0.80505 -0.48584 0.16 0.23 0.71 -0.37
C 1.36111 1.49198 -0.80338 0.53 0.95 -0.92 0.03
C -0.89938 0.76731 -1.40374 -0.44 0.27 -1.03 -0.08
H 0.98504 -2.31474 1.79300 -0.02 0.62 0.01 0.06
H -0.45488 -3.25868 1.42430 -0.64 0.32 0.03 0.05
H -1.57978 -1.10254 0.49816 -0.07 -0.57 -0.13 0.09
H 1.13787 0.05678 1.34221 0.08 -0.10 -0.19 0.11
H -0.40530 0.79258 1.55350 -0.10 0.22 -0.29 0.13
H 1.39744 2.08806 -1.71559 -0.26 -0.29 -0.10 0.06
H 2.28505 1.64228 -0.25665 -0.28 -0.54 0.58 0.06
H -0.87299 1.60943 -2.10110 0.11 0.08 0.16 0.08
H -1.88151 0.80992 -0.93040 0.14 -0.08 0.32 0.08
H -0.90805 -0.09887 -2.07344 0.08 -0.24 0.35 0.09
```
Positions in Å, forces in eV/Å.

The LUMO energy is 1.086 eV. For the gap between HOMO and LUMO, the calculation gives 10.38 eV. As for the spin multiplicity: 1. For the energy relative to the best compared isomer or geometry (same formula, charge and spin), the calculation gives 27.56 kcal/mol.

***

4.
Computed, not measured: a molecular structure, C17H25N5O4Os, with ωB97M-V/def2-TZVPD.

XYZ file:
```
52
Properties=species:S:1:pos:R:3:forces:R:3:lowdin_charge:R:1
Os -1.21597 -1.08006 0.55118 -0.30 0.17 -0.38 1.59
C -2.23357 2.49414 3.13100 -0.02 -0.06 -0.06 -0.01
C -2.04423 1.73226 1.84127 0.22 -0.14 0.06 -0.35
O -1.53645 0.59933 1.96931 0.07 -0.08 -0.35 -0.12
C -2.42218 2.32967 0.58254 0.02 -0.11 0.05 -0.10
C -2.92812 3.65324 0.58728 -0.06 0.08 -0.03 -0.05
C -3.30118 4.30376 -0.55553 0.03 -0.07 0.03 -0.09
C -3.17811 3.62670 -1.78227 0.00 -0.01 0.00 -0.07
C -2.69685 2.34982 -1.83107 -0.02 -0.02 -0.06 -0.01
C -2.29988 1.64161 -0.66237 0.05 0.04 -0.14 -0.34
O -1.85488 0.44108 -0.84501 0.07 -0.19 0.47 -0.22
H -1.90765 1.85858 3.94910 -0.01 0.01 0.01 0.09
H -3.28195 2.76054 3.26628 0.01 0.04 0.04 0.09
H -1.64384 3.41124 3.12734 -0.03 0.01 0.01 0.09
H -3.02229 4.17352 1.53011 0.00 -0.01 0.00 0.10
H -3.68314 5.31408 -0.52179 0.00 0.01 0.03 0.10
H -3.47208 4.12246 -2.69967 0.01 -0.01 -0.01 0.11
H -2.60562 1.81253 -2.76653 -0.01 0.03 -0.01 0.12
N 1.83692 -2.46671 3.64386 0.03 0.00 0.02 0.18
C 0.86295 -2.14303 2.77057 -0.13 0.10 -0.07 -0.54
O 0.91075 -1.09892 2.12096 0.12 -0.10 0.16 -0.05
C -0.27188 -3.12298 2.59349 0.06 0.12 -0.04 -0.20
C -1.53894 -2.39234 2.16126 -0.06 0.16 0.01 -0.33
H 2.61236 -1.83853 3.76810 0.00 0.00 0.00 0.11
H 1.78739 -3.30450 4.19302 0.00 -0.01 0.00 0.10
H -0.41607 -3.70105 3.51178 0.03 -0.04 -0.01 0.11
H 0.04773 -3.82198 1.81296 -0.03 -0.01 -0.01 0.12
H -1.92699 -1.80746 3.00121 0.00 -0.02 0.02 0.05
H -2.29566 -3.11735 1.86431 0.00 -0.03 0.04 0.05
O -1.40172 -2.42878 -0.57963 0.13 0.01 0.02 -0.54
C 1.82761 -1.89346 -0.69484 0.04 -0.05 -0.04 -0.18
N 0.87755 -0.78404 -0.90958 -0.31 0.10 0.32 -0.16
C 0.45808 -0.81519 -2.32946 0.00 0.02 -0.10 -0.18
N 1.60498 -0.67659 -3.22399 -0.02 -0.01 0.02 -0.08
C 2.53427 -1.77397 -2.95671 0.01 -0.01 -0.02 -0.17
N 2.99418 -1.77786 -1.56544 0.01 -0.01 0.01 -0.08
C 3.63898 -0.49028 -1.29463 0.02 0.01 0.01 -0.17
N 2.74023 0.64449 -1.52490 -0.01 -0.01 0.01 -0.08
C 1.57607 0.48756 -0.65481 0.08 0.05 0.00 -0.17
C 2.28225 0.58360 -2.91700 0.01 0.03 -0.02 -0.17
H 1.30445 -2.83028 -0.89430 -0.03 0.02 -0.01 0.13
H 2.15334 -1.87470 0.34315 0.02 0.03 -0.01 0.11
H -0.24568 -0.00288 -2.49934 0.01 0.02 0.03 0.11
H -0.05404 -1.75908 -2.51053 0.01 -0.01 0.03 0.12
H 3.39999 -1.67868 -3.61550 0.00 0.01 0.00 0.12
H 2.03579 -2.72155 -3.16859 -0.01 0.00 0.01 0.13
H 4.51139 -0.38777 -1.94302 -0.01 0.00 -0.01 0.12
H 3.97330 -0.47150 -0.25502 -0.01 -0.01 0.00 0.13
H 0.87781 1.30867 -0.83105 -0.02 -0.02 -0.02 0.13
H 1.89170 0.50644 0.38943 0.00 -0.02 0.00 0.12
H 3.14471 0.69476 -3.57748 0.01 -0.01 0.01 0.12
H 1.59415 1.41145 -3.09947 -0.01 -0.01 0.01 0.13
```
Positions in Å, forces in eV/Å.

The expectation value of S² is 6.0180. The LUMO energy (spin up / spin down) is 0.180 / -0.031 eV. For the gap between HOMO and LUMO (spin up / spin down), the calculation gives 7.71 / 8.12 eV. As for the spin multiplicity: 5. For the energy relative to the best compared isomer or geometry (same formula, charge and spin), the calculation gives 0.00 kcal/mol.